C2H8N2O | ωB97M-V/def2-TZVPD

```
! RIJCOSX wB97M-V def2-TZVPD def2/J DEFGRID3
* xyz 0 1
C 1.40121 -1.80557 -0.60395
N -0.54078 0.22395 -0.73571
C 0.76526 0.43903 -0.82482
N 1.75511 -0.32272 -0.52264
H 1.02991 -2.06941 0.49005
H 0.72916 -2.25371 -1.29714
H 2.18217 -2.54373 -0.59864
H -0.70498 -0.53404 -0.14882
H -1.04664 0.94504 -1.22017
H 0.98908 1.49041 -0.85483
H -3.01758 2.05891 2.33982
H -2.98732 0.59439 2.12489
O -2.33412 1.40033 2.06824
*
```

## Properties
Energy relative to the best compared isomer or geometry (same formula, charge and spin) = 65.9 kcal per mole
E_tot = -7229.4685 eV
SMILES = C/N=C\N.O

---

C3H16NO3 | ωB97M-V/def2-TZVPD

```
! RIJCOSX wB97M-V def2-TZVPD def2/J DEFGRID3
* xyz 1 1
C 0.39341 -0.44748 -1.35468
C 1.79862 0.16440 -1.19369
C 1.96256 1.50829 -1.87124
N -0.40252 -0.21328 -0.07869
H -0.18969 -0.04690 -2.17879
H 0.45535 -1.52182 -1.43339
H 2.51609 -0.53990 -1.61313
H 2.10043 0.13195 -0.14534
H 1.77421 1.50272 -2.94013
H 1.40563 2.35132 -1.43073
H 2.95538 1.88895 -1.59747
H 0.11465 0.38125 0.58528
H -1.26400 0.34316 -0.20489
H -0.64750 -1.02231 0.48812
H -2.86978 -1.78121 2.42954
H -2.72694 -2.50482 1.02807
O -2.26772 -2.01052 1.71392
H 1.90227 -0.54056 2.94566
H 1.59289 0.95166 2.88339
O 1.37296 0.10839 2.46999
H -3.61701 1.14329 0.55438
H -3.30348 -0.29464 0.76005
O -3.05580 0.44806 0.18379
*
```

## Properties
Energy relative to the best compared isomer or geometry (same formula, charge and spin) = 10.9 kcal per mole
E_tot = -10997.3916 eV

---

C8H11IN | ωB97M-V/def2-TZVPD

```
! RIJCOSX wB97M-V def2-TZVPD def2/J DEFGRID3
* xyz 1 1
I -3.09673 -2.41189 0.85860
C -1.94275 -1.35164 -0.65509
C -0.55712 -2.02696 -0.98430
C 0.64742 -1.54362 -0.08271
C 0.71201 -0.00169 0.15245
C 0.80738 0.94339 -0.97678
C 0.82751 2.39028 -0.62667
C 0.73881 2.77334 0.77101
N 0.67624 1.82602 1.78216
C 0.65602 0.47166 1.54910
H -2.54139 -1.36023 -1.61172
H -1.88450 -0.28030 -0.34019
H -0.29254 -1.84050 -2.05653
H -0.68505 -3.13055 -0.78425
H 1.59507 -1.81694 -0.63876
H 0.70581 -2.04332 0.92074
H 0.84465 0.57699 -2.02997
H 0.87454 3.13859 -1.45896
H 0.71651 3.84112 1.09877
H 0.61234 2.14240 2.75651
H 0.58575 -0.29615 2.35658
*
```

## Properties
Energy relative to the best compared isomer or geometry (same formula, charge and spin) = 28.7 kcal per mole
E_tot = -18057.6412 eV
SMILES = ICCCc1ccc[nH+]c1

---

C5H8N | ωB97M-V/def2-TZVPD

```
! RIJCOSX wB97M-V def2-TZVPD def2/J DEFGRID3
* xyz 1 1
C -0.73214 -0.94388 -0.24729
C 0.49995 -0.26190 -0.01083
C -1.05359 1.15125 0.66996
C -1.75189 -0.07055 0.10636
C 1.72431 -0.75360 -0.57111
N 0.37023 0.91427 0.50381
H -0.75740 -1.87855 -0.86642
H -1.28198 2.03161 0.08960
H -1.58178 1.31145 1.65486
H -2.77568 -0.30825 0.16873
H 1.37687 -1.33495 -1.48064
H 2.38295 -1.46247 0.07387
H 2.44050 0.02466 -0.80044
H 1.13966 1.58091 0.70955
*
```

## Properties
Energy relative to the best compared isomer or geometry (same formula, charge and spin) = 20.5 kcal per mole
E_tot = -6797.2001 eV
SMILES = CC1=[NH+]CC=C1

---

C3H4F2O | ωB97M-V/def2-TZVPD

```
! RIJCOSX wB97M-V def2-TZVPD def2/J DEFGRID3
* xyz 0 1
C -0.30769 -1.00033 -1.06373
C 0.00150 0.61927 -0.40191
C 0.15104 0.32299 1.05219
O -0.95984 -1.97635 -0.80921
F 1.08515 1.07150 -1.01724
F 0.15495 1.44666 1.87395
H -0.99252 1.11490 -0.48451
H 0.36611 -1.23236 -1.93638
H 1.19067 -0.13534 1.31325
H -0.68936 -0.23095 1.47360
*
```

## Properties
Energy relative to the best compared isomer or geometry (same formula, charge and spin) = 40.7 kcal per mole
E_tot = -10656.1957 eV
SMILES = O=C[C@H](F)CF

---

C33H47N3O3PS | ωB97M-V/def2-TZVPD

```
! RIJCOSX wB97M-V def2-TZVPD def2/J DEFGRID3
* xyz 1 1
C -1.05084 -2.49649 0.59902
C -1.51586 -1.44931 -0.41551
C -1.90150 -2.08574 -1.76100
N -3.17154 -1.51096 -2.26656
S -2.90787 -0.10545 -3.28163
C -4.08470 -2.32916 -2.84742
N -3.72917 -3.63003 -3.23112
P -4.26911 -4.92408 -2.20648
O -5.62426 -5.32060 -2.55051
O -4.06021 -4.29880 -0.75729
O -3.16900 -6.01902 -2.39477
N -5.31717 -1.94722 -3.06428
C -6.02428 -0.73211 -2.61883
C -6.23240 -0.67712 -1.09590
C -6.35819 0.76085 -0.56712
C -7.08024 0.76245 0.78259
C -4.98957 1.45223 -0.43770
H -0.49515 -2.03206 1.41194
H -0.37724 -3.21215 0.11736
H -1.89070 -3.06887 0.99444
H -2.38507 -0.91684 -0.02499
H -0.70657 -0.73504 -0.57409
H -1.13212 -1.90855 -2.51357
H -2.00743 -3.15820 -1.64789
H -2.64526 0.72944 -2.26554
H -4.21443 -3.84992 -4.10351
H -4.89551 -4.29748 -0.25879
H -2.25476 -5.77496 -2.19084
H -5.89224 -2.62781 -3.54619
H -5.53208 0.15772 -3.00817
H -6.99402 -0.79246 -3.11035
H -5.42088 -1.20029 -0.58154
H -7.16812 -1.19546 -0.87846
H -6.95113 1.33258 -1.28916
H -7.48037 1.75234 1.00584
H -6.38430 0.50769 1.58651
H -7.90985 0.05477 0.81314
H -4.18124 0.71815 -0.38471
H -4.78087 2.12186 -1.27407
H -4.94734 2.05902 0.46684
C -5.66313 1.16695 -5.83076
C -5.11790 2.22514 -5.11700
C -5.30817 3.52943 -5.55120
C -6.05162 3.77219 -6.69752
C -6.60019 2.71415 -7.40916
C -6.40490 1.40948 -6.97842
H -5.50396 0.14657 -5.49882
H -4.54148 2.03322 -4.21905
H -4.87837 4.35486 -4.99900
H -6.20295 4.78796 -7.03777
H -7.17886 2.90647 -8.30280
H -6.82737 0.58576 -7.53898
C 2.94615 0.47307 3.58592
C 2.44215 -0.33677 4.59489
C 2.02026 -1.62727 4.30653
C 2.10817 -2.10917 3.00768
C 2.61266 -1.30073 1.99793
C 3.02996 -0.00836 2.28665
H 3.27687 1.47856 3.81317
H 2.37992 0.03865 5.60834
H 1.62654 -2.25724 5.09360
H 1.78600 -3.11886 2.78408
H 2.68806 -1.68009 0.98604
H 3.42571 0.62260 1.50092
C 5.85776 0.44203 6.02739
C 6.49926 0.39860 7.25778
C 7.75595 0.96904 7.40550
C 8.36907 1.58617 6.32363
C 7.72730 1.62976 5.09365
C 6.47275 1.05464 4.94467
H 4.87832 -0.00305 5.91063
H 6.01959 -0.07904 8.10256
H 8.25745 0.93335 8.36397
H 9.34815 2.03325 6.43968
H 8.20372 2.11212 4.24930
H 5.97416 1.08450 3.98349
C 9.80523 1.37034 1.82082
C 9.45309 1.25337 0.48321
C 9.87173 2.21088 -0.43037
C 10.64383 3.28387 -0.00683
C 10.99655 3.40050 1.33047
C 10.57636 2.44396 2.24436
H 9.48003 0.62327 2.53418
H 8.85458 0.41387 0.15291
H 9.59802 2.12055 -1.47383
H 10.97288 4.02880 -0.71978
H 11.60110 4.23557 1.65999
H 10.85217 2.53416 3.28766
*
```

## Properties
E_tot = -65716.5476 eV

---

C5H9NO | ωB97M-V/def2-TZVPD

```
! RIJCOSX wB97M-V def2-TZVPD def2/J DEFGRID3
* xyz 0 1
C -1.31856 0.03382 1.28228
C -1.14640 0.04680 -0.21834
N -0.92627 1.39523 -0.74200
C 0.10941 0.38404 -0.95110
C 1.39141 0.29689 -0.15457
C 1.79423 -1.17166 -0.10762
O 1.10291 -2.07765 -0.51006
H -1.00897 1.00762 1.67642
H -2.38339 -0.07631 1.52131
H -0.76736 -0.76620 1.78149
H -1.79719 -0.62880 -0.77064
H -1.59937 1.41978 -1.49646
H 0.26668 0.03145 -1.97466
H 1.24937 0.62865 0.88237
H 2.24209 0.87047 -0.54570
H 2.79142 -1.39415 0.32727
*
```

## Properties
Energy relative to the best compared isomer or geometry (same formula, charge and spin) = 54.8 kcal per mole
E_tot = -8866.8343 eV
SMILES = C[C@H]1N[C@H]1CC=O

---

Number 1: gap between HOMO and LUMO 9.1 eV. Number 2: gap between HOMO and LUMO 12.2 eV. Number 3: gap between HOMO and LUMO 7.2 eV. Number 4: gap between HOMO and LUMO 10.4 eV. Number 5: gap between HOMO and LUMO 10.7 eV. Number 6: gap between HOMO and LUMO 6.7 eV. Number 7: gap between HOMO and LUMO 10.5 eV.